# 1
110
Properties=species:S:1:pos:R:3:mulliken_spin:R:1 method="wB97M-V/def2-TZVPD" s_squared=0.754 lumo_energy_ev="-6.818 / -12.823" spin_multiplicity=2 total_charge=+3 e_homo_ev="-15.41 / -15.41" orbital_gap_ev="8.6 / 2.6" relative_energy_kcal_mol=3.8
C 2.35 4.36 2.90 0.000
O 2.40 3.52 1.79 0.000
C 1.99 2.17 2.09 0.000
C 2.16 1.37 0.73 -0.003
N 3.63 1.65 0.14 0.003
H 3.82 2.64 0.16 0.007
H 4.32 1.29 0.79 -0.001
C 3.93 0.99 -1.19 -0.016
C 5.26 1.45 -1.84 0.092
O 5.48 2.77 -1.52 0.648
C 6.55 3.34 -2.32 0.020
H 2.49 3.88 3.86 0.000
H 1.52 5.07 2.92 0.000
H 3.28 4.93 2.93 0.000
H 0.97 2.29 2.45 0.000
H 2.69 1.81 2.84 0.000
H 1.44 1.56 -0.06 0.000
H 2.27 0.31 0.98 0.000
H 3.14 1.42 -1.80 0.013
H 3.88 -0.09 -1.28 0.019
H 5.28 1.12 -2.88 0.051
H 6.11 0.91 -1.43 0.065
H 7.43 2.74 -2.07 0.051
H 6.81 4.34 -1.96 0.005
H 6.31 3.18 -3.37 0.022
C -3.69 -1.45 0.44 0.000
O -2.99 -2.48 1.16 0.000
C -2.24 -1.94 2.22 0.000
C -1.32 -3.04 2.79 0.000
N -0.54 -3.73 1.56 0.000
H -0.34 -3.12 0.77 0.000
H 0.34 -4.05 1.94 0.000
C -1.18 -5.02 0.96 0.000
C -0.94 -6.29 1.85 0.000
O -1.71 -6.27 3.09 0.000
C -1.51 -7.40 3.87 0.000
H -4.50 -1.12 1.09 0.000
H -4.10 -1.98 -0.42 0.000
H -2.92 -0.75 0.12 0.000
H -2.83 -1.48 3.02 0.000
H -1.67 -1.13 1.76 0.000
H -1.75 -3.75 3.50 0.000
H -0.59 -2.42 3.32 0.000
H -0.69 -5.24 0.01 0.000
H -2.25 -4.87 0.83 0.000
H 0.14 -6.34 1.98 0.000
H -1.32 -7.10 1.22 0.000
H -1.90 -7.12 4.85 0.000
H -0.52 -7.78 4.13 0.000
H -2.11 -8.16 3.39 0.000
C -2.99 -2.50 -5.02 0.000
O -1.62 -2.70 -4.97 0.000
C -0.86 -1.53 -4.82 0.000
C 0.56 -1.90 -4.68 0.000
N 0.67 -2.98 -3.65 0.000
H 0.92 -2.49 -2.80 0.000
H -0.29 -3.22 -3.44 0.000
C 1.71 -4.15 -3.90 0.000
C 1.67 -5.03 -2.68 0.000
O 0.44 -5.66 -2.55 0.000
C 0.10 -6.67 -3.43 0.000
H -3.50 -1.91 -4.25 0.000
H -3.46 -3.48 -4.98 0.000
H -3.11 -1.98 -5.98 0.000
H -1.23 -0.95 -3.97 0.000
H -0.90 -0.94 -5.73 0.000
H 1.12 -0.99 -4.43 0.000
H 1.03 -2.21 -5.61 0.000
H 2.72 -3.75 -3.95 0.000
H 1.43 -4.40 -4.93 0.000
H 1.73 -4.51 -1.72 0.000
H 2.51 -5.72 -2.73 0.000
H -0.41 -6.16 -4.24 0.000
H -0.61 -7.33 -2.93 0.000
H 0.95 -7.25 -3.80 0.000
C -2.26 9.55 3.66 0.000
O -2.62 8.13 3.70 0.000
C -3.95 7.91 3.27 0.000
C -4.43 6.61 3.82 0.000
N -3.75 5.40 3.18 0.000
H -4.20 4.61 3.63 0.000
H -3.93 5.31 2.19 0.000
C -2.24 5.28 3.27 0.000
C -1.82 3.86 2.81 0.000
O -2.43 3.43 1.58 0.000
C -2.40 2.07 1.34 0.000
H -3.04 10.00 4.27 0.000
H -2.37 9.83 2.61 0.000
H -1.24 9.78 3.97 0.000
H -4.09 8.03 2.20 0.000
H -4.54 8.72 3.72 0.000
H -5.45 6.29 3.63 0.000
H -4.15 6.59 4.88 0.000
H -1.93 5.52 4.29 0.000
H -2.06 6.05 2.52 0.000
H -1.93 3.20 3.68 0.000
H -0.75 3.78 2.62 0.000
H -1.41 1.63 1.31 0.000
H -3.07 1.74 0.55 0.000
H -2.89 1.60 2.20 0.000
B 3.79 -0.31 -4.65 0.003
F 2.93 -0.65 -5.72 0.003
F 5.14 -0.44 -5.02 0.001
F 3.39 1.00 -4.31 0.017
F 3.52 -1.02 -3.49 0.000
B 0.67 -1.58 -0.55 0.000
F 1.56 -2.26 0.26 0.000
F -0.31 -2.49 -0.84 0.000
F 0.10 -0.52 0.06 0.000
F 1.22 -1.22 -1.74 0.000



# 2
14
Properties=species:S:1:pos:R:3:nbo_charge:R:1 method="wB97M-V/def2-TZVPD" lumo_energy_ev=-3.134 spin_multiplicity=1 total_charge=+1 e_homo_ev=-14.16 smiles=NN[C@@]1([NH3+])CO1 orbital_gap_ev=11.0 relative_energy_kcal_mol=109.0
C -1.25 1.28 -0.80 -0.090
C -0.40 0.20 -0.25 0.593
N 0.49 0.89 1.14 -0.796
N 0.21 -0.95 -0.73 -0.479
N 0.31 -2.07 0.08 -0.653
O -1.60 0.36 0.18 -0.435
H -1.14 2.26 -0.37 0.204
H -1.75 1.22 -1.74 0.230
H 0.39 0.03 1.66 0.426
H 1.43 1.23 1.21 0.433
H 0.29 -1.09 -1.73 0.411
H -0.11 1.49 1.62 0.411
H 0.96 -2.74 -0.28 0.386
H -0.61 -2.60 0.01 0.359



# 3
86
Properties=species:S:1:pos:R:3:mulliken_spin:R:1 method="wB97M-V/def2-TZVPD" s_squared=6.011 lumo_energy_ev="2.315 / 2.315" spin_multiplicity=5 total_charge=-1 e_homo_ev="-3.97 / -4.03" orbital_gap_ev="6.3 / 6.3" relative_energy_kcal_mol=0.0
Fe -0.96 -0.32 1.34 3.793
O -0.19 3.65 2.58 0.010
C -0.31 2.42 2.45 0.010
N -1.29 1.71 1.90 0.061
C -2.51 2.22 1.48 0.002
C -2.83 3.57 1.30 -0.002
C -4.10 3.94 0.88 0.001
C -5.07 2.98 0.64 0.000
C -4.79 1.63 0.82 0.002
C -3.52 1.23 1.24 -0.018
N -3.09 -0.07 1.43 0.033
C -3.88 -1.12 1.66 0.027
O -5.11 -1.20 1.73 0.013
C -3.04 -2.37 1.84 -0.001
C -3.58 -3.62 1.55 -0.006
C -2.76 -4.73 1.59 0.007
C -1.43 -4.57 1.95 -0.005
C -0.99 -3.30 2.28 0.004
N -1.77 -2.22 2.24 0.012
C 0.80 1.52 2.96 0.003
C 2.11 1.97 3.00 -0.010
C 3.11 1.10 3.40 0.005
C 2.75 -0.18 3.82 -0.003
C 1.41 -0.52 3.79 0.011
N 0.45 0.29 3.35 0.030
H -2.08 4.31 1.50 0.001
H -4.34 4.99 0.74 0.000
H -6.06 3.27 0.31 0.000
H -5.54 0.87 0.65 0.001
H -4.62 -3.67 1.27 0.000
H -3.15 -5.71 1.34 0.000
H -0.75 -5.41 1.98 -0.001
H 0.03 -3.13 2.59 0.005
H 2.33 2.98 2.69 0.000
H 4.15 1.40 3.39 0.000
H 3.50 -0.89 4.13 0.000
H 1.08 -1.49 4.14 0.001
Cl -5.29 1.06 -4.13 0.000
C -3.89 0.90 -3.10 0.001
C -3.14 2.04 -2.78 0.001
C -2.02 1.93 -2.00 -0.001
C -1.58 0.68 -1.49 -0.053
O -0.52 0.59 -0.78 -0.046
C -2.40 -0.46 -1.79 0.038
C -2.13 -1.71 -1.17 -0.008
O -1.22 -1.92 -0.37 0.027
C -3.54 -0.32 -2.61 -0.002
H -3.46 3.01 -3.15 0.000
H -1.45 2.81 -1.73 0.001
H -2.82 -2.54 -1.41 -0.004
H -4.14 -1.20 -2.82 0.000
O 1.22 -0.71 0.93 0.024
As 1.84 -0.32 -0.54 0.007
C 3.73 -0.71 -0.12 0.005
C 4.62 0.32 0.17 0.000
C 5.83 0.05 0.79 0.000
C 6.17 -1.25 1.14 0.001
C 5.27 -2.28 0.87 0.000
C 4.07 -2.01 0.25 -0.001
C 2.00 1.51 -1.13 0.006
C 1.33 2.55 -0.49 -0.017
C 1.46 3.84 -0.97 -0.001
C 2.24 4.10 -2.09 0.000
C 2.92 3.07 -2.72 0.000
C 2.81 1.77 -2.23 0.002
C 1.40 -1.47 -2.04 -0.001
C 1.11 -0.97 -3.30 0.000
C 0.74 -1.84 -4.32 0.000
C 0.66 -3.21 -4.07 0.000
C 0.94 -3.70 -2.80 -0.002
C 1.31 -2.84 -1.79 -0.001
H 4.36 1.34 -0.09 0.001
H 6.52 0.86 1.01 0.000
H 7.11 -1.46 1.62 0.000
H 5.52 -3.30 1.16 0.000
H 3.36 -2.81 0.07 0.000
H 0.69 2.32 0.35 0.034
H 0.93 4.64 -0.47 0.000
H 2.31 5.11 -2.48 0.000
H 3.53 3.27 -3.59 0.000
H 3.36 0.96 -2.69 0.000
H 1.13 0.09 -3.48 0.000
H 0.50 -1.45 -5.30 0.000
H 0.34 -3.88 -4.86 0.000
H 0.84 -4.76 -2.60 0.000
H 1.47 -3.20 -0.79 0.002



# 4
30
Properties=species:S:1:pos:R:3:nbo_charge:R:1 method="wB97M-V/def2-TZVPD" lumo_energy_ev=3.153 spin_multiplicity=1 total_charge=-1 e_homo_ev=-4.99 orbital_gap_ev=8.1
O 1.72 -0.30 0.69 -0.573
C 0.89 -0.87 1.29 0.988
O 0.84 -2.24 1.34 -0.516
C -0.56 -2.52 1.11 -0.132
C -1.22 -1.29 1.77 0.148
Cl -2.05 -1.91 3.26 -0.079
C -2.35 -0.70 0.85 0.698
O -3.39 -0.30 1.41 -0.717
O -2.11 -0.65 -0.37 -0.755
O -0.15 -0.40 2.04 -0.504
H -0.72 -3.46 1.63 0.200
H -0.88 -2.59 0.07 0.246
C 0.66 3.52 0.33 -0.636
C 1.04 3.42 1.80 -0.057
O -0.01 2.83 2.55 -0.728
H -0.25 4.12 0.21 0.206
H 1.46 3.98 -0.25 0.195
H 0.45 2.53 -0.09 0.221
H 1.22 4.40 2.22 0.158
H 1.94 2.81 1.91 0.155
H -0.17 1.95 2.18 0.482
C 0.24 -0.53 -3.19 -0.641
C 0.84 -1.74 -2.49 -0.061
O -0.13 -2.78 -2.39 -0.720
H -0.63 -0.18 -2.63 0.253
H 0.97 0.28 -3.26 0.201
H -0.10 -0.79 -4.20 0.178
H 1.15 -1.48 -1.49 0.198
H 1.71 -2.12 -3.04 0.137
H -0.41 -3.03 -3.27 0.454



# 5
45
Properties=species:S:1:pos:R:3:nbo_charge:R:1 method="wB97M-V/def2-TZVPD" lumo_energy_ev="-3.052 / -3.054" spin_multiplicity=1 total_charge=0 e_homo_ev="-8.03 / -8.03" orbital_gap_ev="5.0 / 5.0" relative_energy_kcal_mol=178.6
Pd 0.00 0.36 0.29 0.637
O -2.45 -0.74 3.41 -0.524
C -1.53 -0.50 2.67 0.662
N -1.72 0.06 1.45 -0.658
C -1.48 1.36 1.25 0.476
O -0.61 2.03 1.87 -0.672
C -2.19 2.01 0.11 0.137
C -2.33 3.39 0.08 -0.205
C -2.71 3.97 -1.11 -0.151
C -2.98 3.16 -2.20 -0.256
C -2.86 1.78 -2.06 -0.004
N -2.47 1.21 -0.93 -0.437
C -0.12 -0.86 3.10 0.118
C 0.08 -1.59 4.27 -0.193
C 1.37 -1.89 4.64 -0.148
C 2.43 -1.42 3.88 -0.239
C 2.14 -0.67 2.76 0.051
N 0.90 -0.42 2.36 -0.437
H -2.08 3.96 0.96 0.248
H -2.74 5.05 -1.21 0.230
H -3.24 3.58 -3.16 0.233
H -3.03 1.12 -2.90 0.191
H -0.78 -1.90 4.83 0.254
H 1.57 -2.48 5.53 0.226
H 3.46 -1.63 4.13 0.231
H 2.95 -0.27 2.17 0.204
C -1.24 -1.12 -4.76 -0.647
C -0.46 -1.57 -3.58 -0.051
C 0.79 -2.18 -3.74 -0.142
C 1.50 -2.59 -2.63 -0.273
C 0.97 -2.31 -1.38 0.178
Br 2.00 -2.72 0.21 0.041
N -0.18 -1.67 -1.19 -0.505
C -0.89 -1.33 -2.28 0.036
H -1.61 -1.99 -5.31 0.230
H -0.59 -0.55 -5.44 0.247
H -2.09 -0.51 -4.46 0.211
H 1.21 -2.28 -4.73 0.229
H 2.46 -3.08 -2.71 0.238
H -1.81 -0.79 -2.06 0.231
Se 0.49 1.34 -1.52 -0.188
Sb 0.25 2.40 -3.63 0.991
Se 2.07 0.53 -0.18 0.084
Se -0.12 4.78 -3.70 -0.422
Se 1.22 1.54 -5.65 -0.464



# 6
27
Properties=species:S:1:pos:R:3:nbo_charge:R:1 method="wB97M-V/def2-TZVPD" lumo_energy_ev=0.897 spin_multiplicity=1 total_charge=0 e_homo_ev=-8.41 smiles=Cc1ccc(O)cc1.CCC orbital_gap_ev=9.3 relative_energy_kcal_mol=42.1
C -1.02 -1.86 -2.18 -0.407
C -1.79 -1.45 -0.90 -0.625
C 0.21 -2.65 -1.72 -0.613
H -1.64 -2.46 -2.87 0.197
H -0.63 -1.05 -2.83 0.201
H -2.01 -0.38 -0.86 0.213
H -1.20 -1.66 -0.01 0.213
H 1.05 -1.97 -1.61 0.203
H 0.20 -3.24 -0.80 0.203
H -2.81 -1.86 -0.97 0.212
H 0.49 -3.43 -2.43 0.204
C 2.66 0.55 2.01 -0.643
C -0.98 1.55 1.63 -0.290
C 0.22 1.04 2.16 -0.186
C -0.88 2.15 0.38 0.291
C 1.37 0.92 1.39 -0.066
C 0.20 1.95 -0.45 -0.259
C 1.33 1.35 0.04 -0.183
O -2.02 2.71 -0.16 -0.682
H -1.96 1.29 2.02 0.220
H 0.14 0.68 3.19 0.211
H -2.62 2.99 0.55 0.480
H 0.21 2.19 -1.54 0.231
H 3.07 1.44 2.56 0.221
H 3.55 0.47 1.37 0.221
H 2.11 1.07 -0.61 0.211
H 2.76 -0.33 2.64 0.222



no.,total energy (Ha),largest force on an atom (eV/Å)
1,-2621.6205,3.68
2,-320.1509,5.12
3,-6212.2784,1.22
4,-1300.1700,2.35
5,-13611.5278,8.96
6,-465.8307,2.69